# C24H29BNO4

2 unconnected molecules or ions with the total composition C24H29BNO4 in a non-equilibrium geometry (ωB97M-V/def2-TZVPD, OMol25).

Structure (XYZ):
```
59
Properties=species:S:1:pos:R:3:forces:R:3:mulliken_charge:R:1
C -5.533983 -0.124724 -0.180341 -1.1 0.4 -0.4 -1.362
C -4.201297 -0.688906 -0.217869 1.4 -0.7 0.0 0.276
C -3.669143 -1.682992 -0.982391 -0.1 0.4 0.2 -0.737
C -2.307562 -1.814779 -0.571207 0.5 0.5 0.7 -1.138
C -2.081032 -0.882457 0.417935 -0.2 -1.4 0.6 0.685
B -0.854276 -0.556713 1.438217 -2.2 -1.1 -2.2 0.984
O -0.449784 0.766460 0.985720 0.6 0.8 1.0 -0.367
C -0.990672 1.815493 1.823558 0.4 0.0 -1.3 -0.406
C -1.284539 1.207451 3.182543 0.4 -0.2 0.4 -0.681
N -1.097954 -0.276362 3.011060 0.3 0.4 0.8 0.489
C -2.142847 -1.048515 3.712370 -0.5 -0.2 0.2 -1.019
C 0.237293 -0.734323 3.552773 0.1 -0.1 -0.1 -0.639
C 0.588492 -1.935424 2.682086 0.2 -0.4 -0.6 -0.618
O 0.014298 -1.717680 1.382330 0.5 0.8 1.5 -0.709
O -3.239316 -0.183453 0.626636 -0.7 -0.1 -0.4 -0.384
H -6.205346 -0.897695 -0.568368 -0.1 0.3 0.1 0.359
H -5.878643 0.166741 0.816342 0.2 0.0 -0.1 0.320
H -5.582706 0.743986 -0.852075 -0.2 -0.1 0.3 0.254
H -4.192086 -2.259012 -1.741874 0.1 0.2 0.3 0.449
H -1.577724 -2.518536 -0.942448 0.0 0.0 0.1 0.645
H -0.243388 2.615855 1.879147 -0.2 -0.1 0.0 0.384
H -1.905681 2.213373 1.363911 0.2 -0.1 0.0 0.346
H -0.557520 1.570959 3.919315 -0.4 -0.2 0.0 0.281
H -2.295818 1.435243 3.529260 0.2 -0.2 -0.1 0.357
H -1.924125 -0.999752 4.786886 -0.2 -0.1 -0.2 0.380
H -3.122583 -0.588730 3.541515 0.3 -0.3 -0.2 0.327
H -2.125078 -2.092441 3.370985 -0.1 0.4 0.1 0.347
H 0.979451 0.070056 3.473271 -0.3 -0.1 -0.2 0.153
H 0.129271 -1.014768 4.606507 0.1 0.2 -0.2 0.470
H 1.674015 -2.048476 2.547248 -0.2 -0.1 0.4 0.334
H 0.177870 -2.854264 3.140757 0.2 0.2 -0.4 0.420
C 2.568523 -1.737965 -6.204995 0.0 -0.1 0.3 -0.794
O 2.885418 -2.250966 -4.885759 -0.7 0.5 0.7 -0.420
C 2.306409 -1.705640 -3.783881 0.2 0.1 -0.3 0.826
C 2.712795 -2.235382 -2.526213 -0.1 0.1 -0.8 -0.881
C 2.256675 -1.667228 -1.368586 -0.4 0.5 0.5 -0.359
C 1.465170 -0.476615 -1.395634 -1.3 -0.3 -0.5 0.806
C 1.317893 0.263683 -0.179473 2.9 -0.2 -0.1 -0.356
C 1.799415 1.614089 -0.031084 -0.1 1.4 -0.1 1.068
C 2.324310 2.020120 1.223937 -0.3 -0.3 -0.4 -0.297
C 2.745572 3.323597 1.437542 0.1 -0.2 -0.1 -0.656
C 2.670771 4.260358 0.398958 -0.2 -0.2 0.3 -0.522
C 2.190224 3.875237 -0.849625 -0.1 0.0 -0.3 -0.834
C 1.775296 2.566140 -1.077231 0.0 -0.2 0.4 -0.389
C 0.962834 -0.045133 -2.643446 0.4 0.2 -0.3 -0.227
C 1.367585 -0.640172 -3.826649 0.2 -0.3 -0.1 -0.965
H 3.157294 -2.369904 -6.872071 -0.2 0.2 0.1 0.253
H 1.495249 -1.841552 -6.430519 0.4 0.0 0.1 0.331
H 2.881362 -0.688641 -6.310094 -0.1 -0.3 0.1 0.349
H 3.397730 -3.079291 -2.521187 -0.2 0.1 0.0 0.452
H 2.570771 -2.057974 -0.401816 -0.1 0.0 -0.2 0.426
H 1.495157 -0.351191 0.691059 0.0 0.0 0.0 0.145
H 2.403785 1.264650 2.011094 -0.1 0.3 -0.1 0.331
H 3.133188 3.595714 2.419158 -0.1 0.0 -0.3 0.423
H 2.967919 5.289872 0.587782 0.0 -0.2 -0.1 0.413
H 2.136096 4.596546 -1.670794 0.1 -0.2 0.4 0.419
H 1.417958 2.269291 -2.061849 0.2 0.3 0.3 0.299
H 0.268361 0.797373 -2.675135 0.1 -0.4 0.0 0.565
H 0.988637 -0.274603 -4.787313 0.2 -0.2 0.5 0.395
```
Forces are in eV/Å.

The value obtained for the energy is -1312.2608 Eh. The calculation puts the frontier orbital gap at 5.37 eV. For the energy above the lowest of the compared OMol25 structures with the same formula, charge and spin, the calculation gives 14.17 kJ/mol. Its total charge is +1. The max |F| comes out at 3.28 eV/Å. The molecular weight is 406.31 g mol⁻¹.